A structure of composition C43H34ClILaO3PTe. Source: the Open Molecules 2025 dataset; level of theory: ωB97M-V with the def2-TZVPD basis set.

Calculated values
- E_HOMO: -13.182 eV
- HOMO-LUMO gap: 7.1323 eV
- Charge: +2

Last column: Mulliken charge in e.
Geometry (Å):
La1 -1.68 -0.38 -0.92  1.807
I1 1.32 0.99 -1.05  0.216
C1 2.80 0.15 0.19  0.533
C2 4.04 0.66 -0.28  -0.822
C3 5.25 0.14 0.18  -1.148
C4 5.22 -0.93 0.98  -0.951
C5 3.99 -1.41 1.54  0.210
C6 4.08 -2.40 2.49  -0.860
C7 3.03 -2.84 3.21  -1.189
C8 1.75 -2.43 2.90  -1.118
C9 1.57 -1.41 1.93  0.690
P1 -0.15 -0.99 1.72  2.070
C10 -0.39 0.82 2.02  -0.544
C11 -1.67 1.37 1.87  -0.746
C12 -1.86 2.76 1.90  -1.204
C13 -0.84 3.62 2.00  -0.505
C14 0.43 3.11 2.31  -0.886
C15 0.59 1.73 2.29  0.034
C16 -1.10 -1.72 3.07  -0.203
C17 -0.95 -1.16 4.37  -0.136
C18 -1.70 -1.73 5.42  -0.796
C19 -2.59 -2.78 5.14  -0.514
C20 -2.77 -3.27 3.82  -0.595
C21 -2.05 -2.71 2.76  -0.070
C22 2.69 -0.87 1.19  0.715
H1 4.05 1.56 -0.91  0.461
H2 6.19 0.54 -0.12  0.493
H3 6.11 -1.43 1.29  0.462
H4 5.05 -2.80 2.68  0.442
H5 3.11 -3.62 3.99  0.380
H6 0.95 -2.91 3.42  0.600
H7 -2.54 0.72 1.72  1.037
H8 -2.82 3.25 1.99  0.504
H9 -1.06 4.67 1.96  0.533
H10 1.20 3.89 2.37  0.428
H11 1.59 1.34 2.39  0.592
H12 -0.21 -0.41 4.62  0.447
H13 -1.59 -1.33 6.42  0.454
H14 -3.15 -3.27 5.89  0.446
H15 -3.42 -4.11 3.66  0.502
H16 -2.16 -2.96 1.75  0.018
Te1 -0.26 2.91 -3.35  0.437
C23 0.13 4.44 -1.98  0.279
C24 -0.76 5.43 -1.64  -0.403
C25 -0.44 6.35 -0.67  -0.562
C26 0.84 6.42 -0.19  -0.569
C27 1.71 5.40 -0.44  -0.710
C28 1.39 4.39 -1.36  -0.718
C29 -2.18 2.16 -2.77  0.006
C30 -2.81 2.52 -1.62  0.311
C31 -3.94 1.73 -1.17  -0.513
C32 -4.39 0.68 -1.91  -0.841
C33 -3.75 0.39 -3.09  -0.434
C34 -2.62 1.05 -3.52  -0.868
H17 -1.73 5.54 -2.12  0.519
H18 -1.08 7.14 -0.30  0.457
H19 1.10 7.14 0.58  0.383
H20 2.68 5.54 0.02  0.434
H21 2.16 3.65 -1.56  0.778
H22 -2.51 3.38 -1.08  0.377
H23 -4.46 2.07 -0.26  0.412
H24 -5.18 0.09 -1.51  0.418
H25 -4.04 -0.49 -3.61  0.419
H26 -2.03 0.74 -4.35  0.590
C35 -0.81 -2.37 -4.65  -1.144
C36 0.42 -2.50 -3.80  1.208
C37 1.72 -2.45 -4.36  -1.271
C38 2.81 -2.62 -3.58  0.322
Cl1 4.37 -2.69 -4.33  -0.189
C39 2.71 -2.81 -2.22  -1.349
C40 1.45 -2.69 -1.60  -0.470
C41 0.29 -2.55 -2.44  0.173
O1 -1.00 -2.49 -1.87  0.308
C42 -1.55 -3.64 -1.31  -0.458
C43 -2.86 -3.36 -0.58  0.367
O2 -3.52 -4.15 -0.02  -0.544
O3 -3.07 -2.02 -0.55  -0.381
H27 -0.37 -2.21 -5.63  0.463
H28 -1.40 -1.48 -4.45  0.083
H29 -1.44 -3.29 -4.64  0.279
H30 1.76 -2.53 -5.46  0.382
H31 3.62 -2.99 -1.68  0.508
H32 1.41 -2.71 -0.56  1.048
H33 -0.89 -4.07 -0.52  0.315
H34 -1.77 -4.49 -2.02  0.362

---

The molecule C3H9NO. Source: the Open Molecules 2025 dataset; level of theory: ωB97M-V with the def2-TZVPD basis set.

Calculated values
- E_HOMO: -9.353 eV
- SMILES: CN[C@@H](C)O
- HOMO-LUMO gap: 10.4224 eV

Last column: Mulliken charge in e.
Geometry (Å):
C1 0.47 -0.46 -0.54  0.161
C2 -1.55 0.01 0.69  -0.876
C3 0.94 1.13 -0.46  -1.196
N1 -0.28 -0.71 0.63  -0.483
O1 1.60 -1.26 -0.53  -0.552
H1 1.87 -1.30 0.40  0.363
H2 -0.52 -1.80 0.51  0.243
H3 -0.07 -0.62 -1.48  0.376
H4 -2.18 -0.46 1.46  0.325
H5 -2.10 -0.02 -0.26  0.331
H6 -1.40 1.05 0.99  0.279
H7 0.11 1.79 -0.73  0.352
H8 1.35 1.39 0.51  0.310
H9 1.75 1.25 -1.19  0.366

---

The molecule C19H19N7O3S2. Source: the Open Molecules 2025 dataset; level of theory: ωB97M-V with the def2-TZVPD basis set.

Calculated values
- E_HOMO: -8.118 eV
- SMILES: CN(C)C(=O)CCN(C)C(=O)c1nc2c(Nc3ccc4[nH]c(=O)sc4c3)ncnc2s1
- HOMO-LUMO gap: 7.5659 eV

Last column: Mulliken charge in e.
Geometry (Å):
O1 3.19 7.96 3.98  -0.646
O2 0.79 -3.76 -2.05  -0.570
O3 -3.42 -2.83 -5.71  -0.601
N1 0.96 -1.11 0.06  -0.595
N2 0.61 -2.35 3.41  -0.580
N3 1.19 -0.09 3.57  -0.505
S1 0.35 -3.58 0.91  -0.127
S2 4.13 5.73 2.84  -0.209
C1 2.98 6.83 3.48  0.556
C2 0.41 -2.66 -1.75  0.221
C3 -2.86 -3.66 -5.03  0.515
C4 0.65 -2.35 -0.33  0.618
C5 0.66 -1.21 4.09  -0.312
C6 0.71 -2.24 2.02  0.461
C7 1.22 -0.01 2.25  0.334
C8 0.65 4.22 3.56  -1.047
C9 0.72 2.93 2.93  0.085
C10 2.80 3.39 1.87  -0.660
C11 0.94 -1.03 1.43  0.158
C12 2.92 4.50 2.65  0.210
C13 1.77 4.92 3.34  0.285
C14 1.71 2.51 2.16  0.184
N4 1.83 6.24 3.85  -0.186
N5 1.82 1.14 1.68  -0.040
N6 -2.37 -4.84 -5.60  0.052
N7 -0.34 -1.82 -2.65  0.278
C15 -2.58 -5.03 -7.05  -0.989
C16 -1.31 -5.63 -5.07  -0.955
C17 -0.49 -0.35 -2.58  -0.949
C18 -2.27 -3.07 -3.71  -0.648
C19 -0.94 -2.40 -3.87  -0.773
H1 0.61 -1.14 5.14  0.449
H2 -0.11 4.64 4.20  0.395
H3 -0.19 2.39 3.07  0.436
H4 3.59 2.95 1.24  0.324
H5 1.01 6.86 4.06  0.290
H6 2.67 0.86 1.13  0.287
H7 -3.60 -5.40 -7.13  0.300
H8 -1.95 -5.83 -7.45  0.388
H9 -2.33 -4.12 -7.62  0.294
H10 -1.61 -6.06 -4.08  0.270
H11 -0.42 -5.10 -5.12  0.417
H12 -1.09 -6.47 -5.78  0.358
H13 -0.33 0.02 -3.61  0.361
H14 0.19 0.08 -1.85  0.357
H15 -1.47 -0.21 -2.15  0.313
H16 -2.97 -2.27 -3.33  0.280
H17 -2.28 -3.86 -3.03  0.376
H18 -1.13 -1.60 -4.66  0.386
H19 -0.21 -3.10 -4.35  0.154

---

A cluster of 2 separate species, C12H17N in total. Source: the Open Molecules 2025 dataset; level of theory: ωB97M-V with the def2-TZVPD basis set.

Calculated values
- E_HOMO: -7.670 eV
- HOMO-LUMO gap: 8.1101 eV

Last column: Mulliken charge in e.
Geometry (Å):
C1 -1.37 0.83 1.71  0.179
C2 -2.02 0.42 2.79  -1.121
C3 -2.52 -2.22 -2.19  -0.814
C4 4.33 -0.16 0.78  -0.464
C5 -1.71 -1.20 -2.14  -0.183
C6 -1.64 -0.43 -0.97  -0.366
C7 -1.08 0.82 -0.75  0.976
C8 -0.85 1.39 0.64  0.745
C9 2.03 -0.79 -0.09  -0.172
C10 -0.08 1.34 -1.73  -1.508
C11 0.19 2.45 0.96  -1.500
C12 1.07 -1.79 0.49  -0.394
N1 3.07 -0.45 0.55  -0.131
H1 -2.85 0.80 3.25  0.346
H2 -1.63 -0.42 3.35  0.253
H3 -2.44 -3.06 -2.86  0.277
H4 -3.09 -2.49 -1.33  0.307
H5 5.02 -0.64 0.21  0.299
H6 4.48 0.68 1.34  0.275
H7 -1.11 -0.97 -3.13  0.060
H8 -2.29 -0.85 -0.25  0.279
H9 0.81 0.89 -1.29  0.183
H10 0.00 2.37 -1.68  0.388
H11 -0.19 0.99 -2.71  0.525
H12 0.20 2.70 2.12  0.332
H13 -0.04 3.41 0.54  0.375
H14 1.15 2.17 0.53  0.279
H15 1.61 -2.52 1.04  0.467
H16 0.39 -2.26 -0.31  0.176
H17 0.57 -1.00 1.12  -0.070

---

Q: Look up the E_HOMO of the third one.
A: -8.118 eV

---

Q: Which value of E_HOMO does entry 2 give?
A: -9.353 eV

---

What did the second record say?
The molecule C3H9NO. Source: the Open Molecules 2025 dataset; level of theory: ωB97M-V with the def2-TZVPD basis set.

Calculated values
- E_HOMO: -9.353 eV
- SMILES: CN[C@@H](C)O
- HOMO-LUMO gap: 10.4224 eV

Last column: Mulliken charge in e.
Geometry (Å):
C1 0.47 -0.46 -0.54  0.161
C2 -1.55 0.01 0.69  -0.876
C3 0.94 1.13 -0.46  -1.196
N1 -0.28 -0.71 0.63  -0.483
O1 1.60 -1.26 -0.53  -0.552
H1 1.87 -1.30 0.40  0.363
H2 -0.52 -1.80 0.51  0.243
H3 -0.07 -0.62 -1.48  0.376
H4 -2.18 -0.46 1.46  0.325
H5 -2.10 -0.02 -0.26  0.331
H6 -1.40 1.05 0.99  0.279
H7 0.11 1.79 -0.73  0.352
H8 1.35 1.39 0.51  0.310
H9 1.75 1.25 -1.19  0.366